1.
An isolated ion of composition C23H30Cl2NO6P and charge -2 at a distorted geometry. Source: the OMol25 dataset; level of theory: ωB97M-V/def2-TZVPD.

XYZ file:
```
63
Properties=species:S:1:pos:R:3:forces:R:3:lowdin_charge:R:1
C 4.56042 0.39778 1.35614 0.012 -0.092 -0.149 0.000
C 4.51186 0.35221 -0.17588 0.109 0.163 -0.560 -0.399
C 3.85907 1.61169 -0.73923 0.027 -0.125 0.205 -0.129
C 2.36311 1.64057 -0.40690 0.082 0.047 -0.327 -0.143
C 1.64834 0.39606 -0.95477 0.095 0.042 0.324 -0.220
C 0.14696 0.40704 -0.76332 0.013 0.037 -0.117 -0.107
C -0.58839 1.56787 -0.97667 -0.030 -0.112 0.012 -0.010
C -1.96675 1.61331 -0.86502 -0.380 0.179 -0.037 -0.009
C -2.64777 0.45685 -0.52602 0.917 -0.077 0.005 -0.218
O -4.03001 0.32774 -0.43334 -0.777 0.151 0.005 0.067
C -4.87179 1.37337 -0.27044 0.955 0.165 -0.076 -0.508
O -4.54371 2.52193 -0.07698 -0.114 0.057 0.122 0.096
N -6.16116 0.96088 -0.36488 -0.646 -0.027 0.157 -0.055
C -6.51075 -0.42124 -0.60087 0.107 -0.443 -0.142 -0.245
C -6.39928 -1.26226 0.66911 0.071 0.245 0.034 -0.601
Cl -6.51028 -2.98262 0.25683 -0.089 -0.334 -0.066 0.567
C -7.21789 1.92979 -0.14762 0.260 -0.340 -0.441 -0.216
C -7.91787 1.78774 1.16547 -1.759 -1.470 -0.519 -0.164
Cl -9.45084 0.21984 0.98049 1.870 2.079 0.303 0.247
C -1.93776 -0.71840 -0.32678 -0.400 0.299 0.004 0.034
C -0.55663 -0.75945 -0.44860 -0.147 0.022 0.058 -0.151
C 0.13462 -2.07853 -0.23526 0.176 -0.151 -0.128 -0.144
C 1.53158 -2.09558 -0.84207 -0.040 0.088 0.385 -0.145
C 2.29079 -0.86527 -0.35756 0.155 -0.152 -0.702 -0.249
C 3.76523 -0.86408 -0.74401 -0.119 0.014 0.480 -0.252
C 4.65939 -2.03317 -0.33772 -0.061 0.052 -0.230 -0.139
C 6.08322 -1.46237 -0.46979 0.115 -0.182 -0.186 -0.132
C 5.94510 0.05850 -0.71153 -0.147 -0.072 -0.163 -0.369
O 6.91512 0.86318 -0.16858 -0.137 0.223 0.148 -0.209
P 8.23129 0.25429 0.76304 1.797 0.227 0.510 0.023
O 8.98480 1.52814 1.07144 -0.250 0.325 -0.043 -0.469
O 8.98253 -0.70735 -0.14688 -0.540 -0.124 -0.303 -0.453
O 7.61024 -0.41949 1.98396 -0.670 -0.110 -0.090 -0.454
H 3.84510 -0.27751 1.82166 -0.173 -0.081 0.139 0.070
H 5.55962 0.12941 1.69726 0.271 -0.086 0.211 0.061
H 4.36197 1.40553 1.71590 -0.045 0.135 0.089 0.082
H 4.35193 2.49682 -0.33449 0.056 0.050 -0.011 0.122
H 3.98465 1.63238 -1.82684 0.022 0.005 -0.105 0.117
H 1.93064 2.54859 -0.83232 -0.087 0.064 0.056 0.094
H 2.22532 1.68057 0.67493 -0.054 0.033 0.111 0.121
H 1.82303 0.37405 -2.04185 0.061 -0.061 0.037 0.159
H -0.07747 2.47682 -1.25421 0.073 0.069 0.008 0.106
H -2.49799 2.53496 -1.03339 0.026 0.021 -0.012 0.101
H -5.84842 -0.83278 -1.36942 -0.206 0.025 0.150 0.121
H -7.54346 -0.44861 -0.95395 0.122 -0.063 -0.065 0.095
H -5.43509 -1.11235 1.15417 -0.096 0.032 -0.066 0.075
H -7.22155 -1.04114 1.34897 0.189 -0.048 -0.011 0.009
H -7.94050 1.85344 -0.96973 0.043 0.135 0.180 0.127
H -6.73690 2.91670 -0.20591 -0.213 -0.101 0.221 0.136
H -7.32205 1.42138 1.98572 -0.009 -0.176 0.146 0.076
H -8.57143 2.60778 1.41740 -0.163 0.014 0.080 0.059
H -2.48574 -1.61836 -0.08635 -0.067 -0.149 0.026 0.122
H -0.48034 -2.88100 -0.65274 -0.067 0.006 0.065 0.111
H 0.21236 -2.25887 0.84244 0.007 -0.050 -0.007 0.125
H 2.05510 -3.00506 -0.54353 0.033 -0.022 -0.053 0.112
H 1.46668 -2.08492 -1.93318 0.040 -0.021 -0.105 0.126
H 2.19884 -0.82263 0.73175 0.010 0.026 0.098 0.147
H 3.81286 -0.78735 -1.84015 -0.021 0.067 -0.073 0.153
H 4.50937 -2.90750 -0.97662 -0.082 -0.098 0.042 0.096
H 4.45616 -2.32800 0.69250 -0.063 -0.065 0.151 0.111
H 6.64090 -1.92376 -1.28369 0.053 -0.026 0.059 0.105
H 6.66063 -1.59374 0.44030 0.061 -0.174 0.105 0.073
H 5.93173 0.24722 -1.80816 -0.176 -0.066 0.060 0.142
```
Positions in Å, forces in eV/Å.

Summary:
2S+1: 1
E: -72450.33427 eV
Charge: -2
Frontier orbital gap: 1.26 eV
Structure (SMILES): C[C@]12CC[C@@H]3c4ccc(OC(=O)N(CCCl)CCCl)cc4CC[C@H]3[C@@H]1CC[C@@H]2OP(=O)([O-])[O-]

2.
C19H10BrCl4NO2Rh as an isolated structure at a distorted geometry. Source: the OMol25 dataset; level of theory: ωB97M-V/def2-TZVPD.

XYZ file:
```
38
Properties=species:S:1:pos:R:3:forces:R:3:lowdin_charge:R:1
Rh -1.33060 1.38934 1.31886 -0.216 -1.245 -0.150 0.845
Cl 2.27090 7.06635 1.68076 -0.040 0.004 -0.015 0.625
C 1.80135 5.40160 1.74950 -0.086 0.100 -0.032 -0.720
C 2.71984 4.42992 2.12342 0.030 -0.151 0.038 -0.715
Cl 4.34465 4.87879 2.51288 0.003 -0.036 0.011 0.633
C 2.33246 3.09217 2.18150 0.179 0.001 0.032 -0.617
Cl 3.44263 1.84509 2.63326 0.010 0.040 -0.008 0.674
C 1.02904 2.71239 1.86322 0.017 -0.890 -0.053 -0.407
O 0.61440 1.46073 1.85629 0.353 0.397 0.258 -0.231
C 0.10484 3.69605 1.50257 -0.392 0.325 -0.184 -0.370
O -1.14774 3.28661 1.23242 0.228 0.029 -0.072 -0.298
C 0.49463 5.02602 1.43377 -0.160 0.071 -0.021 -0.615
Cl -0.69111 6.19456 0.96879 0.047 0.014 0.004 0.688
Br -3.70757 1.41384 0.64945 -0.063 0.054 -0.004 -0.152
N -1.20202 -0.36656 0.76807 0.126 1.361 0.200 -0.038
C -0.85961 -1.22104 -0.08211 -0.061 -0.078 0.084 -0.295
C -0.49222 -0.82629 -1.46360 -0.035 0.260 -0.250 -0.178
C -1.27507 0.11945 -2.12639 0.142 -0.035 0.105 -0.025
C -0.93943 0.50328 -3.41491 -0.003 0.021 -0.001 -0.075
C 0.17636 -0.03853 -4.03665 0.033 -0.010 -0.033 -0.098
C 0.96524 -0.96570 -3.36855 0.015 0.011 -0.050 -0.089
C 0.63080 -1.36593 -2.08528 -0.125 0.021 -0.022 -0.039
C -0.83599 -2.65929 0.29109 -0.002 -0.126 0.263 -0.165
C -0.56849 -3.00917 1.61613 -0.062 0.002 -0.167 -0.021
C -0.56517 -4.33964 1.99395 -0.003 -0.044 0.014 -0.084
C -0.82562 -5.33056 1.05642 -0.007 -0.043 -0.001 -0.100
C -1.09387 -4.98575 -0.26049 0.012 -0.095 0.044 -0.089
C -1.09791 -3.65541 -0.64595 0.043 0.076 0.076 -0.034
H -2.12299 0.55932 -1.61060 0.009 -0.063 -0.047 0.049
H -1.54601 1.23771 -3.92886 -0.005 0.000 -0.007 0.103
H 0.43732 0.26713 -5.04195 0.011 0.009 -0.007 0.096
H 1.84641 -1.37553 -3.84575 0.001 0.004 -0.016 0.097
H 1.24330 -2.09123 -1.56507 -0.007 -0.006 0.035 0.119
H -0.36808 -2.22529 2.33440 0.014 0.020 -0.015 0.114
H -0.35772 -4.60488 3.02278 0.011 -0.014 -0.002 0.100
H -0.81796 -6.37163 1.35331 -0.005 -0.012 -0.003 0.095
H -1.30093 -5.75555 -0.99266 -0.008 -0.021 0.001 0.098
H -1.30807 -3.39235 -1.67402 -0.004 0.052 -0.004 0.117
```
Positions in Å, forces in eV/Å.

Summary:
2S+1: 1
E: -148593.64401 eV
Charge: -1
Frontier orbital gap (spin up / spin down): 6.47 / 6.48 eV
Relative energy (zero: lowest compared OMol25 entry of this formula, charge and spin): 5.39 kcal/mol

3.
A 2-piece molecular cluster, C3H9N2 overall at a distorted geometry. Source: the OMol25 dataset; level of theory: ωB97M-V/def2-TZVPD.

XYZ file:
```
14
Properties=species:S:1:pos:R:3:forces:R:3:mulliken_spin:R:1
N -0.04571 1.63632 1.05127 -0.824 -1.546 -0.993 0.029
H -0.46184 0.70920 0.69946 0.271 1.792 0.635 0.014
H 0.92993 1.43079 1.16018 0.890 0.404 0.710 -0.002
H -0.15864 2.35204 0.34761 -0.079 0.497 -0.507 -0.004
H -0.51261 1.94709 1.89101 -0.008 0.090 0.799 0.000
C -0.72200 -0.70895 -0.94773 0.388 -0.483 -2.510 0.017
C -1.23575 -0.96065 0.29685 -1.593 -0.356 -0.755 0.394
C 1.65093 -1.01529 -1.08939 -1.602 -2.075 -1.508 -0.025
N 0.42460 -1.27555 -1.49117 2.003 3.039 3.778 0.507
H -1.26511 -0.04439 -1.64874 0.194 -0.605 0.278 0.003
H -0.78955 -1.61364 0.98923 0.667 -0.922 0.782 0.019
H -2.24785 -0.58358 0.54169 0.716 0.090 -0.072 0.011
H 2.49645 -1.61155 -1.46177 -0.461 0.084 -0.133 0.009
H 1.93715 -0.26183 -0.33852 -0.561 -0.009 -0.506 0.028
```
Positions in Å, forces in eV/Å.

Summary:
2S+1: 2
E: -6215.27094 eV
Charge: +2
Frontier orbital gap (spin up / spin down): 11.40 / 8.23 eV
Relative energy (zero: lowest compared OMol25 entry of this formula, charge and spin): 54.39 kcal/mol

Which of these has the highest 2S+1? C3H9N2

Repeat the second record exactly.
C19H10BrCl4NO2Rh as an isolated structure at a distorted geometry. Source: the OMol25 dataset; level of theory: ωB97M-V/def2-TZVPD.

XYZ file:
```
38
Properties=species:S:1:pos:R:3:forces:R:3:lowdin_charge:R:1
Rh -1.33060 1.38934 1.31886 -0.216 -1.245 -0.150 0.845
Cl 2.27090 7.06635 1.68076 -0.040 0.004 -0.015 0.625
C 1.80135 5.40160 1.74950 -0.086 0.100 -0.032 -0.720
C 2.71984 4.42992 2.12342 0.030 -0.151 0.038 -0.715
Cl 4.34465 4.87879 2.51288 0.003 -0.036 0.011 0.633
C 2.33246 3.09217 2.18150 0.179 0.001 0.032 -0.617
Cl 3.44263 1.84509 2.63326 0.010 0.040 -0.008 0.674
C 1.02904 2.71239 1.86322 0.017 -0.890 -0.053 -0.407
O 0.61440 1.46073 1.85629 0.353 0.397 0.258 -0.231
C 0.10484 3.69605 1.50257 -0.392 0.325 -0.184 -0.370
O -1.14774 3.28661 1.23242 0.228 0.029 -0.072 -0.298
C 0.49463 5.02602 1.43377 -0.160 0.071 -0.021 -0.615
Cl -0.69111 6.19456 0.96879 0.047 0.014 0.004 0.688
Br -3.70757 1.41384 0.64945 -0.063 0.054 -0.004 -0.152
N -1.20202 -0.36656 0.76807 0.126 1.361 0.200 -0.038
C -0.85961 -1.22104 -0.08211 -0.061 -0.078 0.084 -0.295
C -0.49222 -0.82629 -1.46360 -0.035 0.260 -0.250 -0.178
C -1.27507 0.11945 -2.12639 0.142 -0.035 0.105 -0.025
C -0.93943 0.50328 -3.41491 -0.003 0.021 -0.001 -0.075
C 0.17636 -0.03853 -4.03665 0.033 -0.010 -0.033 -0.098
C 0.96524 -0.96570 -3.36855 0.015 0.011 -0.050 -0.089
C 0.63080 -1.36593 -2.08528 -0.125 0.021 -0.022 -0.039
C -0.83599 -2.65929 0.29109 -0.002 -0.126 0.263 -0.165
C -0.56849 -3.00917 1.61613 -0.062 0.002 -0.167 -0.021
C -0.56517 -4.33964 1.99395 -0.003 -0.044 0.014 -0.084
C -0.82562 -5.33056 1.05642 -0.007 -0.043 -0.001 -0.100
C -1.09387 -4.98575 -0.26049 0.012 -0.095 0.044 -0.089
C -1.09791 -3.65541 -0.64595 0.043 0.076 0.076 -0.034
H -2.12299 0.55932 -1.61060 0.009 -0.063 -0.047 0.049
H -1.54601 1.23771 -3.92886 -0.005 0.000 -0.007 0.103
H 0.43732 0.26713 -5.04195 0.011 0.009 -0.007 0.096
H 1.84641 -1.37553 -3.84575 0.001 0.004 -0.016 0.097
H 1.24330 -2.09123 -1.56507 -0.007 -0.006 0.035 0.119
H -0.36808 -2.22529 2.33440 0.014 0.020 -0.015 0.114
H -0.35772 -4.60488 3.02278 0.011 -0.014 -0.002 0.100
H -0.81796 -6.37163 1.35331 -0.005 -0.012 -0.003 0.095
H -1.30093 -5.75555 -0.99266 -0.008 -0.021 0.001 0.098
H -1.30807 -3.39235 -1.67402 -0.004 0.052 -0.004 0.117
```
Positions in Å, forces in eV/Å.

Summary:
2S+1: 1
E: -148593.64401 eV
Charge: -1
Frontier orbital gap (spin up / spin down): 6.47 / 6.48 eV
Relative energy (zero: lowest compared OMol25 entry of this formula, charge and spin): 5.39 kcal/mol

2S+1 of number 2 (C19H10BrCl4NO2Rh)? 1